The following is a DFT calculation (wB97M-V/def2-TZVPD) of C4H6LiO2Pm as an isolated structure.

Values from the calculation:
**Multiplicity**: 5
**M**: 238.0 g/mol
**Frontier orbital gap (spin up / spin down)**: 6.572 / 7.353 eV
**E_LUMO (spin up / spin down)**: -9.60 / -8.83 eV
**Total charge**: +2
**Electronic energy**: -921.682507 Eh
**Max |F|**: 3.126 eV/A

The geometry in XYZ format:
```
14
C4H6LiO2Pm (wB97M-V/def2-TZVPD)
H -3.5362 2.0683 -0.6324
C -2.4238 0.3473 -0.3700
H 2.8428 -1.1977 1.7330
Li -2.7739 -2.0004 0.7932
O 2.3522 -0.7481 1.0397
O -1.8037 -0.7793 -0.2327
C 1.6878 1.2724 -0.0657
C 2.7358 0.6645 0.8448
H 3.7587 0.6894 0.4439
C -2.6165 1.5508 -0.2687
H 2.1559 1.7332 -0.9476
H 1.0876 2.0040 0.4959
Pm 0.5965 -0.9465 -0.4544
H 2.7323 1.1115 1.8490
```

---

The following is a DFT calculation (wB97M-V/def2-TZVPD) of C4H6LiO7Zn as an isolated structure.

Values from the calculation:
**M**: 238.4 g/mol
**Frontier orbital gap**: 2.980 eV
**E_LUMO**: 0.91 eV
**Total charge**: -1
**Electronic energy**: -2469.603867 Eh
**Max |F|**: 5.089 eV/A

The geometry in XYZ format:
```
19
C4H6LiO7Zn (wB97M-V/def2-TZVPD)
H -1.2151 -0.4212 -1.1136
H 0.2341 1.5062 -0.5245
O 3.4705 0.0455 -0.8113
H 3.0845 -2.2854 -0.5392
C -1.0709 -0.1561 -0.0571
Li -5.5076 -0.1738 -0.3378
Zn 3.1224 1.6170 -1.7047
C 2.8367 -0.5290 0.1606
O 3.0081 -1.8927 0.3365
H 1.8067 0.5573 1.2184
H 0.3570 0.9101 1.1683
H -1.0515 -1.0817 0.5352
C -3.3901 0.3256 0.1108
O -2.1270 0.6820 0.3975
O -4.2418 1.2494 0.1229
O 1.2771 -0.2536 -0.2117
O 2.8430 0.1476 1.3468
C 0.2269 0.6094 0.1148
O -3.6631 -0.8567 -0.2119
```

---

The following is a DFT calculation (wB97M-V/def2-TZVPD) of C4H6LiOY as an isolated structure.

Values from the calculation:
**Multiplicity**: 2
**M**: 165.9 g/mol
**Frontier orbital gap (spin up / spin down)**: 5.629 / 5.186 eV
**E_LUMO (spin up / spin down)**: -14.28 / -14.25 eV
**Total charge**: +3
**Electronic energy**: -275.814530 Eh
**Max |F|**: 5.388 eV/A

The geometry in XYZ format:
```
13
C4H6LiOY (wB97M-V/def2-TZVPD)
H -0.8951 -2.0419 1.2199
H -1.4043 -0.8512 2.5600
C -0.7749 0.0275 0.7082
C 2.1672 0.7185 0.6432
O 2.5074 2.0383 2.6032
H 3.7932 1.9633 1.0087
C 2.8362 1.5772 1.4069
H -0.4661 -0.1474 -0.3260
Y 1.2785 1.6719 4.2854
Li -3.1622 -0.6293 0.3413
H 2.3917 0.2639 -0.3196
C -1.0665 -1.0060 1.5307
H -0.9547 1.0626 1.0164
```

---

The following is a DFT calculation (wB97M-V/def2-TZVPD) of C4H6LuMgO5 as an isolated structure.

Values from the calculation:
**Multiplicity**: 2
**M**: 333.4 g/mol
**Frontier orbital gap (spin up / spin down)**: 6.999 / 6.953 eV
**E_LUMO (spin up / spin down)**: -0.11 / -0.16 eV
**Electronic energy**: -1967.814934 Eh
**Max |F|**: 5.043 eV/A

The geometry in XYZ format:
```
17
C4H6LuMgO5 (wB97M-V/def2-TZVPD)
C 2.5515 0.3873 1.1793
H -2.9421 0.0626 0.8966
Mg 0.1209 0.9676 1.1124
Lu 4.1181 1.7826 -0.8193
H -2.2268 -1.2243 -1.0162
H -1.2931 0.1629 -1.6924
C 0.3860 -1.6364 -0.4649
C -1.6509 -0.3206 -0.7704
O 3.7290 0.0999 0.8093
C -2.4319 0.6538 0.1074
O -0.4998 -0.7004 -0.0012
O -1.6109 1.6221 0.6669
H -0.0830 -2.5342 -0.8733
O 1.6900 -0.4874 1.6308
H 1.3769 -1.3675 -0.8262
O 1.9922 1.4431 0.5912
H -3.2263 1.0890 -0.5298
```

---

The following is a DFT calculation (wB97M-V/def2-TZVPD) of C4H6MgNiO4 as an isolated structure.

Values from the calculation:
**Multiplicity**: 3
**M**: 201.1 g/mol
**Frontier orbital gap (spin up / spin down)**: 7.186 / 7.349 eV
**E_LUMO (spin up / spin down)**: -0.59 / -0.67 eV
**Electronic energy**: -2165.285041 Eh
**Max |F|**: 3.971 eV/A

The geometry in XYZ format:
```
16
C4H6MgNiO4 (wB97M-V/def2-TZVPD)
H 3.1230 0.8915 0.6312
Mg 1.2424 -1.5599 -0.3284
C -0.8666 0.0016 0.7110
H 2.9945 1.6299 -0.9809
H -3.9984 -2.0370 0.7806
O -4.3889 -1.3942 0.0194
H -1.3763 0.7588 1.3102
H 1.0281 2.1494 0.5571
C 2.5648 0.8446 -0.3277
Ni -3.1113 -0.4739 -0.8055
C -1.4342 -1.1068 0.1489
H 0.5609 1.3737 -0.9913
O 2.6523 -0.4200 -0.9020
O 0.5337 0.1261 0.6568
O -0.6371 -2.0171 -0.4330
C 1.1131 1.2334 -0.0463
```

---

The following is a DFT calculation (wB97M-V/def2-TZVPD) of C4H6MnO as an isolated structure.

Values from the calculation:
**Multiplicity**: 6
**M**: 125.0 g/mol
**Frontier orbital gap (spin up / spin down)**: 8.578 / 8.434 eV
**E_LUMO (spin up / spin down)**: -10.48 / -10.66 eV
**Total charge**: +2
**Electronic energy**: -1381.428729 Eh
**Max |F|**: 3.783 eV/A

The geometry in XYZ format:
```
12
C4H6MnO (wB97M-V/def2-TZVPD)
H 0.8412 -0.5841 -1.4627
H 0.3711 -1.7029 0.8622
Mn 3.8191 0.6139 -0.0787
C -1.6643 0.8520 0.1971
C 1.0289 -0.0986 -0.4498
H -1.1088 1.6161 0.7448
C 0.0137 -0.8925 0.2188
H 0.5499 0.9808 -0.5764
H -2.6987 1.1092 -0.0374
H -2.1059 -1.2360 0.2567
O 2.2833 -0.1845 -0.0140
C -1.3295 -0.4735 0.3393
```

---

The following is a DFT calculation (wB97M-V/def2-TZVPD) of C4H6MnO2 as an isolated structure.

Values from the calculation:
**Multiplicity**: 6
**M**: 141.0 g/mol
**Frontier orbital gap (spin up / spin down)**: 5.876 / 5.970 eV
**E_LUMO (spin up / spin down)**: -1.28 / -1.32 eV
**Electronic energy**: -1457.230445 Eh
**Max |F|**: 4.710 eV/A

The geometry in XYZ format:
```
13
C4H6MnO2 (wB97M-V/def2-TZVPD)
O 2.5025 0.2545 0.4922
O -0.5585 -0.8709 0.4350
C 1.7790 -0.6473 -0.3092
H -2.4846 -0.7275 0.9895
C -1.6988 1.1323 0.2717
H 1.7973 -1.6633 0.1346
C -1.6004 -0.0962 0.8482
H 0.0023 -0.5487 -1.5311
Mn 1.2028 1.5876 0.7344
H -2.4878 1.7630 0.6877
C 0.3199 -0.2347 -0.5263
H 2.2492 -0.7250 -1.3113
H -1.0229 0.7762 -0.9155
```

---

The following is a DFT calculation (wB97M-V/def2-TZVPD) of C4H6N as an isolated structure.

Values from the calculation:
**M**: 68.1 g/mol
**Frontier orbital gap (spin up / spin down)**: 7.831 / 7.879 eV
**E_LUMO (spin up / spin down)**: -7.14 / -7.36 eV
**Total charge**: +1
**Electronic energy**: -210.296541 Eh
**Max |F|**: 3.704 eV/A

The geometry in XYZ format:
```
11
C4H6N (wB97M-V/def2-TZVPD)
H -0.6669 0.3146 2.0677
H 1.2305 1.3227 0.0409
H 0.3131 0.4024 -1.9603
C 0.1048 0.0920 1.3510
H -0.8572 -1.7201 -1.7787
C -0.5330 -1.1509 -0.9146
H -0.4765 1.7500 0.0605
H 1.0039 -0.3491 1.7616
C 0.2182 0.8981 0.1047
C -0.3025 -1.6360 0.3266
N -0.0344 0.0763 -1.0595
```

---

The following is a DFT calculation (wB97M-V/def2-TZVPD) of one molecule with the formula C4H6N2.

Values from the calculation:
**Structure (SMILES)**: C1=NN2C[C@H]2C1
**M**: 82.1 g/mol
**Frontier orbital gap**: 10.090 eV
**E_LUMO**: 1.06 eV
**Electronic energy**: -265.397088 Eh
**Max |F|**: 5.275 eV/A

The geometry in XYZ format:
```
12
C4H6N2 (wB97M-V/def2-TZVPD)
C -0.4209 0.6987 -0.2921
C -1.4759 -0.2073 0.4235
H -1.3152 -0.8390 1.4402
H -0.9271 1.3794 -0.9121
H 1.4447 1.0966 0.8570
H 1.5813 1.0314 -1.0539
C 1.0439 0.6800 -0.0857
N -0.8533 -0.7147 -0.7800
H 1.9727 -1.2375 0.5651
N 0.2224 -1.4293 -0.3220
C 1.1923 -0.7883 0.0458
H -2.4648 0.3302 0.1142
```

---

The following is a DFT calculation (wB97M-V/def2-TZVPD) of C4H6N2 as an isolated structure.

Values from the calculation:
**M**: 82.1 g/mol
**Frontier orbital gap**: 9.916 eV
**E_LUMO**: 0.97 eV
**Electronic energy**: -265.378323 Eh
**Max |F|**: 1.035 eV/A

The geometry in XYZ format:
```
12
C4H6N2 (wB97M-V/def2-TZVPD)
H -0.7495 -2.0164 1.0836
H -1.7217 -0.3175 -1.1204
H 0.2840 2.2484 -0.6749
C 0.2267 1.7157 0.2856
N -1.0219 -1.9544 0.1081
H 2.1176 -0.8904 -0.0280
H 1.1093 1.9998 0.8647
N 0.1120 -1.7066 -0.7740
C 0.1799 0.2443 0.0498
H -0.6651 2.0811 0.8028
C -0.9211 -0.6565 -0.4658
C 1.0499 -0.7475 -0.1316
```

---

The following is a DFT calculation (wB97M-V/def2-TZVPD) of C4H6N2 as an isolated structure.

Values from the calculation:
**M**: 82.1 g/mol
**Frontier orbital gap**: 8.825 eV
**E_LUMO**: 0.65 eV
**Electronic energy**: -265.382233 Eh
**Max |F|**: 12.816 eV/A

The geometry in XYZ format:
```
12
C4H6N2 (wB97M-V/def2-TZVPD)
N 2.0145 -0.1029 0.1235
C -1.5167 0.4502 0.0968
H 0.3696 -1.7872 0.3548
C -1.3805 -0.8016 0.0670
H 0.1324 2.2092 -0.3001
C 0.5755 0.1292 -0.1054
H -2.5419 1.1151 -0.0786
H 2.1604 0.4961 0.8966
C -0.2866 1.1952 -0.0220
H -2.2684 -1.4133 -0.0602
N -0.1274 -1.0072 -0.1166
H 2.8691 -0.4828 -0.8558
```

---

The following is a DFT calculation (wB97M-V/def2-TZVPD) of one molecule with the formula C4H6N2.

Values from the calculation:
**M**: 82.1 g/mol
**Frontier orbital gap**: 8.615 eV
**E_LUMO**: -0.24 eV
**Electronic energy**: -265.391206 Eh
**Max |F|**: 1.351 eV/A

The geometry in XYZ format:
```
12
C4H6N2 (wB97M-V/def2-TZVPD)
C -1.1893 1.2633 -0.6745
C -0.5023 -1.0877 0.4822
H -0.4664 -1.5214 1.5046
H 1.8850 -1.5875 0.8032
H -3.0367 0.8396 -0.2653
H 2.1709 -0.8948 -0.7940
H -1.4562 2.1542 -1.2738
N -2.0692 0.5256 -0.0760
H 2.3565 0.1172 0.6857
N 0.1468 1.0025 -0.6194
C 0.3770 -0.1401 0.0282
C 1.7839 -0.6709 0.1992
```

---

The following is a DFT calculation (wB97M-V/def2-TZVPD) of one molecule with the formula C4H6N2.

Values from the calculation:
**Structure (SMILES)**: N=C=CN1CC1
**M**: 82.1 g/mol
**Frontier orbital gap**: 9.143 eV
**E_LUMO**: 0.92 eV
**Electronic energy**: -265.389902 Eh
**Max |F|**: 2.487 eV/A

The geometry in XYZ format:
```
12
C4H6N2 (wB97M-V/def2-TZVPD)
N -2.2525 1.4459 1.1092
H -0.3825 1.3549 -1.4294
H 1.3331 -1.2464 1.4446
H -1.6983 2.3431 0.9849
C -0.3905 0.8382 -0.4780
C -1.4164 0.9937 0.3168
C 0.6412 -1.0649 0.6285
N 0.8019 0.2112 -0.0484
H -0.3750 -1.4281 0.7901
H 0.4310 -1.3115 -1.5505
H 2.1809 -1.1297 -0.9972
C 1.1272 -1.0064 -0.7706
```

---

The following is a DFT calculation (wB97M-V/def2-TZVPD) of one molecule with the formula C4H6N2.

Values from the calculation:
**M**: 82.1 g/mol
**Frontier orbital gap**: 8.327 eV
**E_LUMO**: 0.38 eV
**Electronic energy**: -265.362675 Eh
**Max |F|**: 1.746 eV/A

The geometry in XYZ format:
```
12
C4H6N2 (wB97M-V/def2-TZVPD)
N 0.5693 -0.9944 0.7705
H -2.1668 -0.9895 0.0813
N 2.0815 0.6698 -0.1173
H -1.6418 -0.5841 -1.5880
C 1.6015 0.0752 0.9127
C -1.6099 -0.2946 -0.5389
C 0.6362 0.8693 -0.3985
H 0.9779 -1.7165 0.1617
H 0.4930 1.8763 -0.7814
H -2.1460 0.6342 -0.4391
H 1.4486 0.5145 1.9164
C -0.2435 -0.0602 0.0206
```

---

The following is a DFT calculation (wB97M-V/def2-TZVPD) of one molecule with the formula C4H6N2.

Values from the calculation:
**Structure (SMILES)**: Cc1c[nH]cn1
**M**: 82.1 g/mol
**Frontier orbital gap**: 9.604 eV
**E_LUMO**: 0.96 eV
**Electronic energy**: -265.521741 Eh
**Max |F|**: 2.284 eV/A

The geometry in XYZ format:
```
12
C4H6N2 (wB97M-V/def2-TZVPD)
H 0.6311 -1.8688 1.7371
C 0.0117 -0.3802 0.2696
H -0.2240 -0.3075 2.3701
H -0.9670 -1.6996 1.5190
C -0.0838 -1.0617 1.6116
H 1.7369 1.0750 0.3669
C -0.7799 0.4758 -1.5234
H -1.3409 0.7145 -2.4111
N -1.0144 -0.4547 -0.6500
H 0.7890 1.7454 -1.9482
C 0.8625 0.6252 -0.0787
N 0.3789 1.1365 -1.2628
```

---

The following is a DFT calculation (wB97M-V/def2-TZVPD) of one molecule with the formula C4H6N2.

Values from the calculation:
**Structure (SMILES)**: C1=CNC=NC1
**M**: 82.1 g/mol
**Frontier orbital gap**: 8.532 eV
**E_LUMO**: 0.62 eV
**Electronic energy**: -265.422064 Eh
**Max |F|**: 7.312 eV/A

The geometry in XYZ format:
```
12
C4H6N2 (wB97M-V/def2-TZVPD)
H 1.7144 -2.0574 0.1550
H 2.4286 0.4984 -0.2733
C 1.0333 -1.1202 0.0902
H -2.2786 -0.8668 -0.5590
C -0.8102 0.9325 0.0694
C 0.4601 1.1083 -0.0355
H -1.4761 1.8685 -0.2208
N -0.1974 -1.3580 -0.2432
H 0.8858 2.1430 -0.2365
C -1.3428 -0.4756 0.0543
N 1.3997 0.1951 0.1006
H -1.8171 -0.8678 1.0991
```

---

The following is a DFT calculation (wB97M-V/def2-TZVPD) of C4H6N2 as an isolated structure.

Values from the calculation:
**M**: 82.1 g/mol
**Frontier orbital gap**: 9.213 eV
**E_LUMO**: 1.10 eV
**Electronic energy**: -265.341817 Eh
**Max |F|**: 3.342 eV/A

The geometry in XYZ format:
```
12
C4H6N2 (wB97M-V/def2-TZVPD)
N -0.8698 0.0246 -1.3741
H -1.6920 0.7912 1.3195
H 2.2407 -0.5338 0.7315
H 1.2957 1.6252 -0.7384
H -1.1478 -0.8774 1.5748
N 0.3081 0.4155 0.7848
C -1.6650 -0.3409 -0.4889
H 0.9507 -1.4582 -0.1910
C -1.0837 -0.0192 0.8989
C 1.2906 -0.4957 0.1960
H -0.3843 0.1723 -2.2194
C 0.7569 0.6965 -0.4936
```

---

The following is a DFT calculation (wB97M-V/def2-TZVPD) of a 2-piece molecular cluster, C4H6N2 overall.

Values from the calculation:
**Structure (SMILES)**: C=CC#N.C=N
**M**: 82.1 g/mol
**Frontier orbital gap**: 9.972 eV
**E_LUMO**: 0.16 eV
**Electronic energy**: -265.417976 Eh
**Max |F|**: 1.730 eV/A

The geometry in XYZ format:
```
12
C4H6N2 (wB97M-V/def2-TZVPD)
H 2.2948 -1.6839 -0.2603
C -0.9702 1.0994 0.4350
C -1.9449 -0.5393 -0.6536
H -0.4811 1.3943 -0.4848
N 2.1564 0.3626 0.1905
C 1.9365 -0.6759 -0.5017
H 2.7205 0.1312 1.0116
H -1.2476 1.8724 1.1269
H -1.7866 -0.5596 1.5212
N -2.6408 -0.6496 -1.5738
C -1.3707 -0.1651 0.5983
H 1.3338 -0.5864 -1.4095
```

---

The following is a DFT calculation (wB97M-V/def2-TZVPD) of one molecule with the formula C4H6N2.

Values from the calculation:
**Structure (SMILES)**: N#CC1(N)CC1
**M**: 82.1 g/mol
**Frontier orbital gap**: 10.804 eV
**E_LUMO**: 0.86 eV
**Electronic energy**: -265.457971 Eh
**Max |F|**: 1.561 eV/A

The geometry in XYZ format:
```
12
C4H6N2 (wB97M-V/def2-TZVPD)
C -1.1820 0.1458 -0.6700
N 2.3560 -1.0168 -0.6804
C 1.4157 -0.3364 -0.6462
H 1.0916 0.9222 1.5941
H -1.2797 -0.1017 -1.7292
H -0.5897 -1.1805 1.2564
C -0.6718 -0.9784 0.2053
H 0.6459 2.0821 0.5354
N 0.3580 1.1961 0.9441
C 0.2037 0.2265 -0.1151
H -0.4917 -1.8806 -0.3735
H -1.8558 0.9217 -0.3210
```